Record 1
{"formula": "C35H26BrCl80F3NO", "method": "the ωB97M-V functional and the def2-TZVPD basis", "species": ["C", "C", "Br", "C", "C", "C", "C", "C", "F", "F", "F", "C", "C", "C", "C", "N", "O", "C", "C", "C", "C", "H", "H", "H", "H", "H", "H", "H", "H", "H", "H", "H", "H", "H", "H", "H", "H", "H", "H", "H", "H", "H", "H", "H", "H", "H", "H", "C", "Cl", "Cl", "Cl", "Cl", "C", "Cl", "Cl", "Cl", "Cl", "C", "Cl", "Cl", "Cl", "Cl", "C", "Cl", "Cl", "Cl", "Cl", "C", "Cl", "Cl", "Cl", "Cl", "C", "Cl", "Cl", "Cl", "Cl", "C", "Cl", "Cl", "Cl", "Cl", "C", "Cl", "Cl", "Cl", "Cl", "C", "Cl", "Cl", "Cl", "Cl", "C", "Cl", "Cl", "Cl", "Cl", "C", "Cl", "Cl", "Cl", "Cl", "C", "Cl", "Cl", "Cl", "Cl", "C", "Cl", "Cl", "Cl", "Cl", "C", "Cl", "Cl", "Cl", "Cl", "C", "Cl", "Cl", "Cl", "Cl", "C", "Cl", "Cl", "Cl", "Cl", "C", "Cl", "Cl", "Cl", "Cl", "C", "Cl", "Cl", "Cl", "Cl", "C", "Cl", "Cl", "Cl", "Cl", "C", "Cl", "Cl", "Cl", "Cl"], "xyz": [[0.255, -4.097, 1.838], [-0.290, -3.548, 0.355], [-1.018, -5.221, -0.558], [0.955, -2.898, -0.484], [0.639, -1.474, -1.230], [1.850, -1.048, -2.302], [3.350, -1.475, -1.815], [3.961, -0.509, -0.593], [3.771, 0.945, -0.859], [5.455, -0.731, -0.661], [3.554, -0.948, 0.760], [0.584, -0.281, -0.120], [-0.885, 0.345, 0.207], [-0.968, 0.466, 1.875], [-0.942, 1.934, -0.309], [-2.074, -0.475, -0.198], [-3.242, 0.079, 0.175], [-2.060, -0.957, -1.617], [-2.533, 0.192, -2.736], [-3.257, -2.124, -1.714], [-0.698, -1.678, -2.142], [-0.331, -3.516, 2.701], [0.024, -5.238, 1.968], [1.402, -3.924, 1.997], [-1.170, -2.819, 0.602], [1.214, -3.676, -1.352], [1.948, -2.854, 0.177], [1.647, -1.646, -3.316], [1.794, 0.095, -2.609], [4.073, -1.254, -2.740], [3.498, -2.617, -1.577], [1.256, 0.621, -0.519], [1.009, -0.736, 0.894], [0.056, 0.817, 2.324], [-1.847, 1.173, 2.194], [-1.210, -0.607, 2.319], [-0.813, 2.020, -1.470], [0.022, 2.436, 0.178], [-1.891, 2.479, 0.120], [-2.991, 1.151, -2.192], [-3.370, -0.224, -3.441], [-1.643, 0.589, -3.388], [-3.333, -2.618, -0.656], [-2.996, -2.899, -2.579], [-4.259, -1.560, -1.965], [-0.836, -2.854, -2.291], [-0.497, -1.265, -3.244], [-3.559, 0.186, 5.163], [-3.371, 1.822, 5.841], [-4.958, -0.615, 5.923], [-3.822, 0.298, 3.404], [-2.086, -0.763, 5.484], [8.342, -1.551, -2.741], [9.703, -2.287, -3.626], [8.827, -1.244, -1.055], [7.890, -0.014, -3.519], [6.949, -2.661, -2.766], [2.042, 3.633, 2.859], [1.695, 5.118, 1.938], [3.461, 3.899, 3.903], [0.633, 3.215, 3.866], [2.380, 2.298, 1.727], [-4.558, 3.875, -1.821], [-6.330, 3.927, -1.640], [-3.842, 5.328, -1.079], [-3.921, 2.420, -1.011], [-4.139, 3.823, -3.551], [-3.530, -3.981, 2.754], [-4.855, -3.781, 3.928], [-3.678, -5.567, 1.956], [-3.621, -2.689, 1.530], [-1.965, -3.886, 3.602], [5.170, -2.781, -6.688], [3.845, -2.581, -5.513], [5.022, -4.367, -7.486], [5.079, -1.489, -7.912], [6.735, -2.686, -5.840], [-6.830, 4.532, 5.733], [-6.476, 2.788, 5.823], [-8.581, 4.794, 5.930], [-5.953, 5.383, 7.030], [-6.309, 5.163, 4.151], [-6.681, 9.331, 6.987], [-7.029, 10.816, 6.066], [-5.262, 9.598, 8.031], [-8.090, 8.913, 7.994], [-6.343, 7.996, 5.855], [4.119, 5.762, -1.238], [4.472, 4.018, -1.148], [2.368, 6.024, -1.041], [4.996, 6.613, 0.059], [4.640, 6.393, -2.820], [-4.881, -8.889, 4.420], [-3.688, -10.154, 4.807], [-6.355, -9.148, 5.386], [-4.195, -7.289, 4.800], [-5.286, -8.965, 2.687], [-6.381, 1.363, -6.231], [-8.078, 1.296, -6.771], [-6.297, 2.143, -4.632], [-5.727, -0.290, -6.121], [-5.422, 2.304, -7.402], [9.819, -5.784, -1.176], [10.039, -7.290, -0.250], [11.406, -5.024, -1.460], [9.050, -6.155, -2.739], [8.782, -4.666, -0.254], [0.519, 9.045, 3.364], [1.461, 10.479, 3.847], [1.196, 8.368, 1.861], [0.597, 7.820, 4.655], [-1.178, 9.514, 3.092], [-10.581, 11.820, 9.171], [-9.548, 11.541, 7.746], [-9.556, 12.081, 10.605], [-11.595, 13.259, 8.896], [-11.624, 10.400, 9.436], [5.576, -8.287, -2.952], [5.229, -6.801, -3.872], [6.995, -8.020, -1.907], [4.167, -8.704, -1.944], [5.914, -9.621, -4.083], [-5.524, -6.514, -1.857], [-4.582, -5.081, -1.374], [-4.847, -7.191, -3.360], [-5.446, -7.739, -0.566], [-7.221, -6.045, -2.129], [4.976, -0.585, 3.949], [5.722, -0.453, 2.336], [4.432, 1.025, 4.485], [3.579, -1.688, 3.868], [6.171, -1.223, 5.106], [-1.624, -5.923, -5.431], [-1.404, -7.430, -4.505], [-0.037, -5.164, -5.715], [-2.393, -6.294, -6.994], [-2.661, -4.805, -4.509], [10.976, -4.898, -6.806], [11.329, -6.642, -6.716], [9.225, -4.637, -6.609], [11.853, -4.048, -5.509], [11.497, -4.267, -8.388], [3.176, 10.131, -1.461], [2.537, 11.713, -1.973], [4.421, 9.591, -2.615], [3.895, 10.279, 0.163], [1.850, 8.941, -1.417]], "forces_ev_per_angstrom": [[0.25, 0.42, 0.28], [1.32, 0.24, 2.06], [0.34, 1.39, 0.20], [0.64, -0.69, -1.29], [0.54, 0.29, -0.40], [-0.18, -1.26, -0.29], [0.63, 1.47, -0.74], [1.79, -1.04, -0.63], [0.40, -4.58, 1.47], [-4.27, 1.03, 0.67], [0.82, 2.03, -4.45], [-0.28, -0.26, -0.09], [1.19, 1.88, 2.67], [-0.26, -0.55, -0.26], [0.97, -0.37, 0.64], [-0.66, 2.58, -1.12], [2.57, -1.75, -0.64], [-1.85, -1.93, -2.68], [0.03, 1.06, 0.51], [0.17, 0.87, 0.00], [0.52, -0.11, -0.39], [2.57, -1.18, -2.81], [0.45, 2.27, -0.22], [-2.06, -0.37, -0.62], [1.60, -1.41, -1.02], [-0.55, 1.59, 1.81], [-2.43, 0.13, -1.21], [0.57, 1.13, 2.18], [0.14, -2.35, 0.92], [-1.40, -0.33, 2.20], [-0.45, 2.46, -0.04], [-1.43, -2.01, 1.19], [-0.74, 1.22, -2.22], [-2.04, -0.57, -1.04], [2.05, -1.31, -0.74], [0.52, 2.11, -0.93], [-0.52, -0.10, 2.16], [-2.09, -1.07, -1.02], [2.25, -1.25, -1.03], [1.40, -2.95, -1.72], [1.73, 0.59, 1.31], [-1.56, -0.92, 1.22], [0.15, 0.64, -2.64], [-0.60, 1.76, 2.04], [1.87, -1.37, 0.62], [0.08, 2.59, 0.49], [-0.45, -0.79, 2.50], [-0.02, 0.09, -0.18], [0.24, -0.47, -0.14], [0.29, 0.21, -0.10], [-0.28, -0.09, 0.71], [-0.33, 0.23, -0.06], [0.00, 0.05, 0.15], [-0.42, 0.14, 0.19], [-0.12, 0.02, -0.43], [0.08, -0.35, 0.18], [0.40, 0.19, 0.45], [-0.08, 0.03, -0.02], [0.12, -0.64, 0.55], [-0.41, 0.29, -0.28], [0.33, 0.11, -0.20], [0.05, 0.31, 0.26], [0.09, -0.01, 0.09], [0.36, 0.01, -0.06], [-0.15, -0.29, -0.14], [-1.56, 1.44, 0.31], [0.47, 0.44, 0.75], [-0.31, -0.18, 0.02], [0.26, 0.00, -0.27], [0.07, 0.54, 0.23], [-0.10, -0.38, 0.90], [-2.24, -0.26, 0.88], [0.22, 0.03, -0.16], [0.22, -0.05, -0.17], [0.02, 0.37, 0.24], [-0.01, -0.32, 0.33], [-0.61, -0.02, -0.68], [-0.05, -0.13, 0.15], [-0.33, 0.54, -0.06], [0.42, -0.01, -0.05], [-0.06, -1.23, 0.08], [-0.08, -0.17, 0.29], [-0.05, -0.15, -0.01], [0.22, -0.28, 0.06], [-0.34, -0.06, -0.25], [0.74, -0.53, -0.23], [-0.23, 1.39, -0.06], [0.07, -0.08, 0.00], [-0.12, 0.43, 0.02], [0.52, -0.75, -0.24], [-0.26, -0.18, -0.31], [-0.13, -0.50, 0.35], [0.05, 0.05, 0.09], [-0.29, 0.30, -0.11], [0.36, 0.06, -0.26], [-0.22, -0.52, 0.05], [0.08, 0.02, 0.41], [-0.15, -0.03, 0.12], [0.40, 0.00, 0.08], [-0.49, -0.66, -0.81], [-0.13, 0.37, -0.02], [-0.20, -0.20, 0.28], [-0.02, 0.13, -0.12], [-0.06, 0.30, -0.21], [-0.35, -0.18, 0.09], [0.95, 0.78, 0.14], [0.27, -0.37, -0.23], [-0.03, -0.06, 0.04], [-0.22, -0.36, -0.15], [-0.18, 0.34, 0.37], [-0.01, 0.28, -0.31], [0.42, -0.12, 0.06], [0.02, 0.07, -0.12], [-0.73, 0.71, 0.50], [-0.24, -0.08, -0.35], [0.20, -0.33, 0.10], [0.24, 0.30, -0.06], [0.02, -0.12, 0.20], [0.10, -0.26, 0.17], [-1.10, -0.70, -0.12], [0.28, 0.12, -0.27], [-0.08, 0.34, 0.26], [0.01, 0.14, -0.05], [-0.35, -0.46, -0.25], [-0.27, 0.06, 0.44], [0.01, 0.27, -0.29], [0.39, -0.13, 0.07], [0.16, 0.08, -0.05], [0.19, 0.06, 0.83], [0.18, -0.68, -0.16], [0.25, 0.22, 0.03], [-0.28, 0.10, -0.24], [-0.02, 0.00, 0.04], [-0.03, 0.39, -0.23], [-0.33, -0.16, 0.07], [0.18, 0.09, 0.38], [0.35, -0.20, -0.29], [-0.05, -0.08, -0.05], [-0.08, 0.44, 0.00], [0.51, -0.09, -0.05], [-0.15, -0.22, -0.29], [-0.13, -0.15, 0.40], [-0.02, 0.12, -0.01], [0.15, -0.35, 0.12], [-0.35, 0.46, 0.36], [-0.18, -0.02, -0.40], [0.32, 0.97, -0.20]], "homo_lumo_gap_ev": [8.99, 8.89], "lumo_ev": [-0.216, -1.046], "spin_multiplicity": 2, "e_homo_ev": [-9.21, -9.93], "s2": 0.75}

---

Record 2
{"formula": "C25H31InN2PSe2Te2", "method": "the ωB97M-V functional and the def2-TZVPD basis", "species": ["In", "C", "C", "C", "C", "C", "C", "C", "P", "C", "C", "C", "C", "C", "C", "C", "C", "C", "C", "C", "C", "C", "C", "H", "H", "H", "H", "H", "H", "H", "H", "H", "H", "H", "H", "H", "H", "H", "H", "H", "H", "H", "H", "Se", "Te", "Te", "Se", "N", "C", "C", "N", "C", "C", "H", "H", "H", "H", "H", "H", "H", "H", "H", "H", "H"], "xyz": [[0.849, -0.080, -0.429], [-3.542, -0.118, -0.752], [-3.878, 0.146, 0.690], [-5.172, 0.490, 1.061], [-5.502, 0.723, 2.388], [-4.536, 0.614, 3.377], [-3.239, 0.272, 3.030], [-2.908, 0.038, 1.697], [-1.233, -0.454, 1.223], [-0.149, -0.085, 2.654], [-0.085, 1.298, 2.875], [0.724, 1.844, 3.849], [1.531, 1.001, 4.599], [1.498, -0.362, 4.370], [0.661, -0.944, 3.414], [0.687, -2.448, 3.294], [-1.320, -2.244, 0.937], [-2.152, -3.036, 1.726], [-2.144, -4.414, 1.607], [-1.289, -5.006, 0.692], [-0.494, -4.221, -0.129], [-0.515, -2.831, -0.049], [0.262, -2.041, -1.074], [-4.399, 0.085, -1.392], [-3.249, -1.160, -0.907], [-2.712, 0.511, -1.087], [-5.933, 0.578, 0.296], [-6.517, 0.994, 2.648], [-4.789, 0.794, 4.412], [-2.480, 0.190, 3.798], [-0.682, 1.963, 2.256], [0.745, 2.915, 4.000], [2.191, 1.404, 5.356], [2.132, -1.013, 4.960], [1.379, -2.857, 4.028], [1.007, -2.790, 2.309], [-0.291, -2.887, 3.478], [-2.795, -2.563, 2.460], [-2.787, -5.020, 2.232], [-1.254, -6.084, 0.599], [0.139, -4.695, -0.869], [-0.405, -1.800, -1.909], [1.081, -2.625, -1.488], [0.718, 2.455, -1.169], [2.267, 5.002, -1.894], [4.351, 4.164, -0.619], [2.460, 1.755, 0.318], [3.280, 3.111, -4.717], [4.363, 2.318, -4.043], [3.674, 1.396, -3.050], [2.657, 0.528, -3.613], [1.707, 1.240, -4.456], [2.345, 2.194, -5.461], [3.682, 3.798, -5.352], [2.779, 3.649, -3.968], [5.011, 3.016, -3.515], [4.918, 1.802, -4.828], [3.200, 2.046, -2.315], [4.411, 0.806, -2.508], [3.070, -0.255, -4.106], [1.083, 1.854, -3.803], [1.052, 0.533, -4.963], [1.591, 2.809, -5.951], [2.947, 1.693, -6.219]], "forces_ev_per_angstrom": [[-0.33, 0.13, -0.17], [0.01, -0.01, -0.02], [0.01, 0.00, 0.02], [0.01, -0.01, -0.03], [0.00, 0.00, 0.02], [-0.01, 0.00, -0.01], [0.03, -0.01, -0.02], [-0.03, 0.10, -0.08], [0.43, -0.17, 0.18], [-0.14, 0.00, 0.06], [-0.04, 0.02, -0.03], [0.05, -0.02, 0.02], [-0.02, 0.03, -0.03], [-0.03, -0.04, 0.00], [0.02, 0.01, 0.06], [0.01, -0.02, -0.02], [-0.14, 0.06, 0.09], [-0.01, -0.06, 0.03], [-0.06, 0.09, 0.07], [0.08, -0.03, -0.10], [-0.02, -0.09, -0.06], [0.03, 0.03, -0.02], [0.16, 0.03, -0.12], [0.00, 0.00, 0.00], [-0.01, -0.01, 0.01], [-0.01, 0.02, 0.01], [0.00, 0.00, 0.00], [0.00, 0.00, 0.00], [0.00, 0.00, 0.00], [0.01, 0.01, 0.00], [0.00, -0.01, 0.00], [0.00, 0.00, 0.00], [0.00, 0.00, 0.00], [0.00, 0.00, 0.00], [0.01, 0.00, -0.01], [-0.01, 0.02, -0.01], [0.00, 0.01, 0.03], [-0.01, 0.00, 0.00], [0.00, 0.00, 0.00], [0.01, 0.00, 0.00], [0.00, 0.00, 0.01], [0.02, -0.02, -0.02], [0.03, 0.01, 0.05], [0.11, 0.13, 0.48], [0.08, -0.15, 0.05], [-0.21, 0.03, 0.00], [-0.17, 0.14, -0.16], [0.04, -0.32, -0.24], [-0.05, -0.02, -0.03], [0.10, 0.11, 0.07], [-0.09, -0.25, -0.23], [0.10, 0.21, 0.14], [0.10, 0.15, 0.06], [-0.01, 0.04, 0.03], [-0.02, 0.10, 0.00], [0.01, 0.01, -0.02], [0.00, -0.05, 0.03], [-0.01, -0.09, 0.06], [0.03, 0.00, -0.05], [0.00, 0.02, -0.03], [-0.08, -0.09, 0.06], [0.06, 0.00, -0.09], [0.00, 0.00, -0.01], [-0.03, -0.06, 0.00]], "homo_lumo_gap_ev": 5.43, "relative_energy_kcal_mol": 49.77, "lumo_ev": -3.896, "charge": 1, "e_homo_ev": -9.33}